6 unconnected molecules or ions with the total composition C19H43N5O6, computed with ωB97M-V/def2-TZVPD.

Last columns: bonded neighbours and bond lengths (Å).
Element x y z (Å)
1 H -7.18899 -3.28088 -1.65283  C54 1.090
2 H -7.28538 -2.33499 1.37268  C69 1.090
3 H 0.47698 5.02746 4.62562  C13 1.090
4 C -0.06787 -0.89067 -2.88205  H33 1.101, O57 1.232, N63 1.362
5 H -1.21184 0.22597 4.54072  C38 1.090
6 H -8.48102 -3.02661 0.31311  C69 1.090
7 H 0.68122 6.55179 3.66700  C13 1.090
8 H 0.03041 -1.93866 6.67800  C73 1.090
9 H 0.66317 -1.27048 -9.55265  C30 1.090
10 H -0.94238 1.92616 -3.92093  C41 1.090
11 H 3.98730 7.47622 4.87759  C43 1.090
12 H -5.91427 -2.82550 -0.52491  C54 1.090
13 C 1.17678 5.69374 4.12118  H3 1.090, H7 1.090, N24 1.498, H55 1.090
14 H 2.23688 -0.59918 -9.52191  C30 1.090
15 H -0.09985 1.94950 -1.53460  C53 1.090
16 H 3.49992 6.02013 6.56846  C22 1.101
17 C -1.31794 -1.95568 4.43339  C38 1.532, H47 1.090, H50 1.090, O72 1.455
18 H -0.99374 0.39999 -4.77074  C41 1.090
19 O 1.80548 4.95409 6.69958  C22 1.202
20 C -7.84000 -0.34311 -1.16111  O21 1.210, N23 1.351, H68 1.101
21 O -7.30300 0.06591 -2.16507  C20 1.210
22 C 2.56240 5.67498 6.10572  H16 1.101, O19 1.202, N24 1.311
23 N -7.48279 -1.53689 -0.63852  C20 1.351, C54 1.438, C69 1.479
24 N 2.33891 6.19512 4.92331  C13 1.498, C22 1.311, C43 1.478
25 H 3.24843 7.13405 3.32530  C43 1.090
26 H 1.33822 -0.60121 -11.00282  C30 1.090
27 C 2.74971 -3.11962 -9.28193  H36 1.090, H42 1.090, H56 1.090, N64 1.419
28 H -2.45957 0.80442 -3.83439  C41 1.090
29 H -1.37529 -2.49404 7.60607  C73 1.090
30 C 1.58189 -1.21651 -10.13672  H9 1.090, H14 1.090, H26 1.090, N64 1.415
31 H 4.75533 -2.87794 2.54357  C58 1.090
32 C -1.75042 -0.69690 6.41027  C38 1.471, H59 1.090, H67 1.090, C73 1.536
33 H -0.08067 -1.35061 -3.88230  C4 1.101
34 H -0.40918 0.48142 -0.67162  C53 1.090
35 O 4.81923 1.17645 2.33014  C51 1.227
36 H 3.58239 -3.79359 -9.48326  C27 1.090
37 H -1.75756 1.36393 -1.42841  C53 1.090
38 C -1.80362 -0.59580 4.94394  H5 1.090, C17 1.532, C32 1.471, H70 1.090
39 N 5.22753 -0.99579 2.64110  C40 1.482, C51 1.360, C58 1.451
40 C 5.49237 -0.97717 4.09957  N39 1.482, H44 1.090, H45 1.090, H48 1.090
41 C -1.37839 0.92743 -3.89785  H10 1.090, H18 1.090, H28 1.090, N63 1.424
42 H 2.11706 -3.82827 -8.74744  C27 1.090
43 C 3.03032 7.37597 4.36548  H11 1.090, N24 1.478, H25 1.090, H49 1.090
44 H 5.51980 0.06693 4.41134  C40 1.090
45 H 4.87751 -1.62743 4.72183  C40 1.090
46 O 1.98049 -2.34025 -12.69944  C71 1.245
47 H -0.28759 -1.91101 4.08055  C17 1.090
48 H 6.50220 -1.29153 4.36321  C40 1.090
49 H 2.38715 8.25594 4.37446  C43 1.090
50 H -1.87138 -2.40570 3.60921  C17 1.090
51 C 4.84971 0.04635 1.85377  O35 1.227, N39 1.360, H61 1.101
52 H -6.06099 -2.02255 -2.15282  C54 1.090
53 C -0.71956 1.05289 -1.54637  H15 1.090, H34 1.090, H37 1.090, N63 1.463
54 C -6.58485 -2.44665 -1.29620  H1 1.090, H12 1.090, N23 1.438, H52 1.090
55 H 1.61304 5.11612 3.30624  C13 1.090
56 H 3.14322 -2.43839 -8.52749  C27 1.090
57 O 0.40926 -1.40918 -1.87119  C4 1.232
58 C 5.42639 -2.25631 1.95081  H31 1.090, N39 1.451, H60 1.090, H62 1.090
59 H -2.78531 -0.73810 6.75003  C32 1.090
60 H 5.35808 -2.28696 0.86339  C58 1.090
61 H 4.58074 -0.30005 0.84389  C51 1.101
62 H 6.44131 -2.64721 2.02314  C58 1.090
63 N -0.66169 0.33384 -2.81959  C4 1.362, C41 1.424, C53 1.463
64 N 2.19441 -2.46248 -10.41018  C27 1.419, C30 1.415, C71 1.328
65 H 2.82979 -3.89587 -11.65312  C71 1.101
66 H -8.70156 -1.40610 1.15453  C69 1.090
67 H -1.26778 0.15168 6.89510  C32 1.090
68 H -8.46580 0.24823 -0.47490  C20 1.101
69 C -8.03306 -2.08182 0.62103  H2 1.090, H6 1.090, N23 1.479, H66 1.090
70 H -2.78587 -0.39715 4.51518  C38 1.090
71 C 2.32417 -2.91784 -11.65139  O46 1.245, N64 1.328, H65 1.101
72 O -1.41509 -2.82221 5.59759  C17 1.455, C73 1.373
73 C -1.05466 -2.04152 6.66770  H8 1.090, H29 1.090, C32 1.536, O72 1.373

Output
Gap between HOMO and LUMO, eV: 9.46
F_max, hartree/bohr: 0.0601
Energy above the lowest of the compared OMol25 structures with the same formula, charge and spin, eV: 0.600
Electronic energy, Eh: -1474.864295
SMILES: CN(C)C=O.CN(C)C=O.CN(C)C=O.CN(C)C=O.CN(C)C=O.C1CCOC1
HOMO level, eV: -9.2
LUMO energy, hartree: 0.0109
Spin multiplicity: 1
Net charge: 0

2 unconnected molecules or ions with the total composition C19H43NO11PS, computed with ωB97M-V/def2-TZVPD.

Last columns: bonded neighbours and bond lengths (Å).
Element x y z (Å)
1 O -3.25498 -1.14281 -0.40634  P4 1.741, H31 1.018
2 H -3.62141 0.41540 2.35401  O9 1.019
3 H -0.45641 2.98568 1.99576  C10 1.180
4 P -3.40945 -1.57286 1.27342  O1 1.741, O9 1.741, C36 1.902, O54 1.613
5 H -0.56752 1.63029 0.67653  C10 1.177
6 H 0.31327 -5.77228 -0.33540  C48 1.192
7 C -1.60210 -5.36593 -2.66513  C19 1.673, H29 1.186, O47 1.484, H56 1.177
8 H -1.01100 5.13686 -1.94336  C20 1.190
9 O -2.83912 -0.22103 2.21113  H2 1.019, P4 1.741
10 C 0.17802 2.35912 1.22229  H3 1.180, H5 1.177, C13 1.656, O76 1.485
11 O -0.26670 -1.60077 3.04281  C37 1.471, C63 1.469
12 H 4.22217 2.63124 0.02378  C49 1.092
13 C 0.86908 3.44371 0.17958  C10 1.656, H33 1.176, O35 1.474, H69 1.190
14 C -0.55756 -2.83242 0.05574  O15 1.469, C17 1.636, H46 1.191, H75 1.190
15 O -1.22845 -3.27022 -1.17597  C14 1.469, C19 1.470
16 H -5.49169 -1.11553 -3.04798  C32 1.193
17 C -1.11286 -3.50471 1.43981  C14 1.636, C36 1.634, C63 1.671, N72 1.544
18 S 4.29775 4.78138 1.01945  O27 1.628, C49 1.777, O60 1.447, O68 1.448
19 C -1.61864 -4.68679 -1.13650  C7 1.673, O15 1.470, C48 1.639, H70 1.194
20 C 0.10074 4.77567 -1.72232  H8 1.190, O35 1.472, C44 1.666, H58 1.181
21 H -4.26521 -2.54624 -4.97856  C43 1.191
22 H 5.67586 6.61996 -0.60649  C73 1.096
23 H 0.89990 1.26493 4.01278  C67 1.194
24 H 7.26139 6.50573 2.02892  C41 1.094
25 H 1.65748 -1.04881 3.78758  C37 1.182
26 H -3.30506 -4.14202 1.22306  C36 1.191
27 O 5.83615 4.86476 0.49391  S18 1.628, C73 1.421
28 H -0.55165 0.94369 2.82948  C67 1.187
29 H -2.37754 -6.26361 -2.69026  C7 1.186
30 H 3.17582 2.76368 1.47059  C49 1.092
31 H -2.48522 -0.48549 -0.51700  O1 1.018
32 C -5.44002 -2.30723 -3.01462  H16 1.193, C43 1.641, H57 1.174, H62 1.189
33 H 0.89935 4.47523 0.74320  C13 1.176
34 H 5.69075 7.27535 1.82410  C41 1.094
35 O 0.08328 3.45727 -1.06748  C13 1.474, C20 1.472
36 C -2.69787 -3.26910 1.75885  P4 1.902, C17 1.634, H26 1.191, H40 1.194
37 C 0.96323 -0.81517 2.85965  O11 1.471, H25 1.182, H55 1.171, C67 1.672
38 H 0.13629 4.65582 -4.01526  C44 1.176
39 H -1.32746 -6.66033 -0.00675  C48 1.193
40 H -2.92451 -3.41584 2.92145  C36 1.194
41 C 6.61948 7.01877 1.30631  H24 1.094, H34 1.094, H66 1.094, C73 1.519
42 H 1.59486 5.72255 -3.27054  C44 1.187
43 C -4.07088 -2.72483 -3.81707  H21 1.191, C32 1.641, H61 1.178, C71 1.668
44 C 0.94016 4.73903 -3.16080  C20 1.666, H38 1.176, H42 1.187, H45 1.173
45 H 1.69289 3.83986 -3.16580  C44 1.173
46 H -0.54548 -1.64903 0.18780  C14 1.191
47 O -2.14386 -4.33723 -3.58699  C7 1.484, C71 1.472
48 C -0.81972 -5.58071 -0.01938  H6 1.192, C19 1.639, H39 1.193, N72 1.512
49 C 4.15111 3.01065 1.04487  H12 1.092, S18 1.777, H30 1.092, H53 1.092
50 H -0.35089 -3.65050 3.64020  C63 1.188
51 H -1.63243 -5.54147 1.98731  N72 1.062
52 H 0.01628 -5.24429 1.85357  N72 1.065
53 H 4.94345 2.59880 1.67279  C49 1.092
54 O -4.99564 -1.65887 1.55574  P4 1.613
55 H 1.46378 -1.03164 1.82360  C37 1.171
56 H -0.52809 -5.72453 -2.98751  C7 1.177
57 H -5.45338 -2.59392 -1.87599  C32 1.174
58 H 0.59037 5.63506 -1.07759  C20 1.181
59 H 1.02764 -3.20625 2.39602  C63 1.173
60 O 3.41877 5.30213 -0.00512  S18 1.447
61 H -3.17490 -2.06465 -3.43103  C43 1.178
62 H -6.42547 -2.67130 -3.57179  C32 1.189
63 C -0.09638 -3.01180 2.67093  O11 1.469, C17 1.671, H50 1.188, H59 1.173
64 H -4.09420 -4.73149 -2.57164  C71 1.176
65 H 7.29450 5.94856 -0.42105  C73 1.095
66 H 7.09973 7.95326 1.00189  C41 1.094
67 C 0.62346 0.82037 2.94002  H23 1.194, H28 1.187, C37 1.672, O76 1.478
68 O 4.24292 5.24977 2.38870  S18 1.448
69 H 1.95328 3.02745 -0.07893  C13 1.190
70 H -2.77051 -4.70336 -0.82347  C19 1.194
71 C -3.61533 -4.30910 -3.55954  C43 1.668, O47 1.472, H64 1.176, H74 1.189
72 N -0.91744 -5.03512 1.38684  C17 1.544, C48 1.512, H51 1.062, H52 1.065
73 C 6.35121 6.13050 0.10428  H22 1.096, O27 1.421, C41 1.519, H65 1.095
74 H -4.09947 -4.91510 -4.46044  C71 1.189
75 H 0.58619 -3.14380 -0.05125  C14 1.190
76 O 1.27587 1.58565 1.85659  C10 1.485, C67 1.478

Output
Gap between HOMO and LUMO, eV: 7.77
F_max, hartree/bohr: 0.1583
Energy above the lowest of the compared OMol25 structures with the same formula, charge and spin, eV: 9.601
Electronic energy, Eh: -2371.102778
HOMO level, eV: -11.4
LUMO energy, hartree: -0.1318
Spin multiplicity: 1
Net charge: +1

4 unconnected molecules or ions with the total composition C19H44BrN3O6PS, computed with ωB97M-V/def2-TZVPD.

Last columns: bonded neighbours and bond lengths (Å).
Element x y z (Å)
1 H -3.17706 -2.90365 -3.19053  N7 1.008
2 H -2.83890 -3.04559 3.15905  C45 1.086
3 H 6.35367 2.49863 6.85108  C19 1.090
4 O -0.97777 -2.00494 -3.46988  C38 1.231
5 C -4.56167 2.40182 -4.81569  O21 1.222, C29 1.513, N37 1.356
6 H 3.10642 -0.53961 1.49478  C36 1.089
7 N -3.14577 -2.27092 -3.97420  H1 1.008, C17 1.453, C38 1.348
8 H -4.19945 -1.32572 -5.51778  C17 1.084
9 H -5.03446 2.47188 -2.71208  C29 1.090
10 H -1.47079 -1.92339 -1.16514  C64 1.090
11 H -1.52258 1.69213 0.50057  C32 1.087
12 C -3.07630 -4.94670 2.17883  H33 1.086, H42 1.089, C45 1.513, H46 1.086
13 C 5.24305 -0.30790 1.61853  H25 1.088, C36 1.529, H59 1.091, H69 1.085
14 H -2.04086 -1.28280 -6.29859  C60 1.090
15 H 7.99259 2.80119 6.24282  C19 1.090
16 H 4.22762 -1.27376 -0.65535  C35 1.091
17 C -4.37224 -2.03642 -4.71775  N7 1.453, H8 1.084, H40 1.090, H50 1.090
18 H -5.48811 5.45225 -4.32849  C20 1.091
19 C 7.09544 2.19621 6.11153  H3 1.090, H15 1.090, H61 1.085, C74 1.509
20 C -4.55935 4.88042 -4.32333  H18 1.091, H34 1.084, N37 1.451, H63 1.091
21 O -4.70229 1.51825 -5.64794  C5 1.222
22 O 6.44910 1.38564 3.95531  C74 1.226
23 H -0.32870 0.15897 1.93761  C68 1.092
24 H -4.89534 3.84187 -6.14239  N37 1.008
25 H 5.23098 0.52103 0.91423  C13 1.088
26 H -0.16974 -3.31475 0.12917  C48 1.087
27 S 2.65690 -2.97145 -0.26137  C35 1.805, C52 1.825, Br62 2.171
28 H -4.18578 1.01704 -3.24755  C29 1.086
29 C -4.24974 2.09454 -3.36776  C5 1.513, H9 1.090, H28 1.086, H57 1.091
30 O -3.06416 -2.81830 1.09414  C45 1.445, P51 1.593
31 H 3.92017 -1.85496 2.32531  C36 1.087
32 C -1.85894 1.63569 1.53309  H11 1.087, H65 1.087, C68 1.518, H75 1.087
33 H -2.91474 -5.46309 3.12041  C12 1.086
34 H -4.33666 4.59400 -3.30150  C20 1.084
35 C 4.08728 -1.96191 0.17895  H16 1.091, S27 1.805, C36 1.524, H43 1.087
36 C 3.99074 -1.17503 1.48039  H6 1.089, C13 1.529, H31 1.087, C35 1.524
37 N -4.68565 3.70614 -5.16594  C5 1.356, C20 1.451, H24 1.008
38 C -1.93181 -1.72899 -4.19802  O4 1.231, N7 1.348, C60 1.508
39 H -0.82326 -0.43655 -0.53149  C64 1.089
40 H -4.74077 -2.97056 -5.14284  C17 1.090
41 H -1.25571 0.65493 3.32624  C68 1.086
42 H -4.15186 -4.89901 2.01815  C12 1.089
43 H 4.92393 -2.65435 0.23083  C35 1.087
44 H 6.62408 4.64943 6.06182  C56 1.084
45 C -2.53979 -3.53281 2.23572  H2 1.086, C12 1.513, O30 1.445, H54 1.090
46 H -2.64198 -5.49780 1.34972  C12 1.086
47 N 6.17616 3.58289 4.31423  C56 1.453, H71 1.007, C74 1.354
48 C 0.00565 -2.25904 0.31948  H26 1.087, C52 1.523, C64 1.543, H66 1.088
49 H 1.63669 -0.87778 0.12995  C52 1.086
50 H -5.13564 -1.62914 -4.05517  C17 1.090
51 P -2.62817 -1.31459 0.80141  O30 1.593, O53 1.590, O58 1.464, C64 1.800
52 C 1.27996 -1.77819 -0.36117  S27 1.825, C48 1.523, H49 1.086, H72 1.090
53 O -2.19880 -0.73341 2.21826  P51 1.590, C68 1.438
54 H -1.45017 -3.55856 2.20675  C45 1.090
55 H -0.77132 -0.43120 -5.40708  C60 1.086
56 C 6.22822 4.82373 5.06805  H44 1.084, N47 1.453, H70 1.090, H73 1.090
57 H -3.29872 2.54026 -3.07287  C29 1.091
58 O -3.68844 -0.58834 0.10036  P51 1.464
59 H 6.12214 -0.90612 1.37325  C13 1.091
60 C -1.79841 -0.78005 -5.36269  H14 1.090, C38 1.508, H55 1.086, H67 1.091
61 H 7.34856 1.15358 6.27228  C19 1.085
62 Br 2.34251 -4.15146 1.53394  S27 2.171
63 H -3.75681 5.52358 -4.68736  C20 1.091
64 C -1.16646 -1.42863 -0.24266  H10 1.090, H39 1.089, C48 1.543, P51 1.800
65 H -1.54708 2.54692 2.03683  C32 1.087
66 H 0.09110 -2.09276 1.39165  C48 1.088
67 H -2.46566 0.07558 -5.24715  C60 1.091
68 C -1.33670 0.41575 2.27040  H23 1.092, C32 1.518, H41 1.086, O53 1.438
69 H 5.38037 0.05687 2.63099  C13 1.085
70 H 6.86780 5.54666 4.56102  C56 1.090
71 H 5.82712 3.61647 3.36988  N47 1.007
72 H 1.14323 -1.60704 -1.42847  C52 1.090
73 H 5.22938 5.25121 5.16163  C56 1.090
74 C 6.54969 2.34429 4.71259  C19 1.509, O22 1.226, N47 1.354
75 H -2.94591 1.62746 1.51904  C32 1.087

Output
Gap between HOMO and LUMO, eV: 6.45
F_max, hartree/bohr: 0.0284
Electronic energy, Eh: -4679.495516
HOMO level, eV: -11.1
LUMO energy, hartree: -0.1708
Spin multiplicity: 1
Net charge: +1